ORCA calculation (ωB97M-V/def2-TZVPD) on a cluster of 2 separate species, C3H8P2 in total.

```
! RIJCOSX wB97M-V def2-TZVPD def2/J DEFGRID3
* xyz 0 1
C 2.4804 -1.2937 0.2438
C -1.4973 2.8227 -0.2762
C 0.0400 -2.2440 0.6695
P -1.6305 2.8382 -1.9213
P 0.9505 -0.6849 0.4946
H 2.6989 -2.3336 0.2979
H 3.3255 -0.5681 -0.1730
H -0.5936 2.3319 0.2135
H -2.2994 3.1717 0.4457
H -0.8910 -2.1650 0.2293
H 0.5969 -3.1121 0.2010
H -0.3481 -2.2921 1.6937
H -2.8324 3.5289 -2.1185
*
```

Properties
ΔE to the lowest compared entry with this formula, charge and spin: 41.8 kcal/mol
HOMO-LUMO gap: 0.3571 Ha